# 1
Formula: C4H6N2O
Source: the OMol25 dataset
Level of theory: the ωB97M-V functional and the def2-TZVPD basis

Geometry (Å):
1 H 1.287 -1.572 0.584
2 N 1.976 -0.833 0.602
3 C 1.509 0.319 0.373
4 C 2.591 1.212 -0.029
5 N 3.562 1.570 -0.538
6 O 0.235 0.742 0.223
7 C -0.683 -0.348 -0.018
8 C -2.102 0.132 -0.229
9 H -0.320 -0.859 -0.917
10 H -0.647 -1.050 0.824
11 H -2.161 0.874 -1.028
12 H -2.705 -0.734 -0.529
13 H -2.542 0.547 0.681

highest occupied orbital energy	-10.89	eV
total charge	0
energy relative to the best compared isomer or geometry (same formula, charge and spin)	47.3	kcal per mole
SMILES	[H]/N=C(/C#N)OCC

=====

# 2
Formula: C4H6N2O
Source: the OMol25 dataset
Level of theory: the ωB97M-V functional and the def2-TZVPD basis

Geometry (Å):
1 C 1.243 -1.424 0.035
2 C 0.105 -1.263 0.699
3 N -0.150 -0.031 1.865
4 N -0.766 0.898 1.475
5 C -1.113 0.573 -0.057
6 C -0.173 1.394 -0.892
7 O -2.191 0.133 -0.316
8 H 1.612 -2.405 -0.238
9 H 1.857 -0.581 -0.263
10 H -0.525 -2.100 0.990
11 H -0.638 2.374 -1.033
12 H 0.790 1.534 -0.409
13 H -0.051 0.898 -1.857

highest occupied orbital energy	-8.66	eV
total charge	0
energy relative to the best compared isomer or geometry (same formula, charge and spin)	106.1	kcal per mole
SMILES	C=C/N=N\C(C)=O

=====

# 3
Formula: C4H6N2O
Source: the OMol25 dataset
Level of theory: the ωB97M-V functional and the def2-TZVPD basis

Geometry (Å):
1 C 1.501 1.556 0.532
2 C 0.547 0.431 0.213
3 O 0.058 -0.275 1.137
4 C 0.108 0.227 -1.104
5 N -1.299 -0.223 -1.263
6 C -1.045 -1.141 -0.493
7 N -1.167 -2.390 -0.124
8 H 2.135 1.309 1.386
9 H 2.126 1.812 -0.329
10 H 0.914 2.446 0.790
11 H 0.551 0.648 -2.000
12 H -0.905 -2.629 0.823
13 H -1.798 -2.996 -0.632

highest occupied orbital energy	-7.64	eV
total charge	0
energy relative to the best compared isomer or geometry (same formula, charge and spin)	86.3	kcal per mole
SMILES	CC(=O)[C@@H]1N=C1N

=====

# 4
Formula: C4H6N2O
Source: the OMol25 dataset
Level of theory: the ωB97M-V functional and the def2-TZVPD basis

Geometry (Å):
1 C -2.277 0.155 0.555
2 O -1.481 -0.183 -0.609
3 N -0.162 -0.071 -0.319
4 C 0.600 1.103 -0.211
5 C 1.820 0.653 0.165
6 N 1.818 -0.702 0.244
7 C 0.633 -1.103 -0.002
8 H -1.985 -0.356 1.494
9 H -2.225 1.256 0.742
10 H -3.284 -0.161 0.208
11 H 0.189 2.074 -0.441
12 H 2.653 1.351 0.478
13 H 0.249 -2.136 -0.126

highest occupied orbital energy	-9.13	eV
total charge	0
energy relative to the best compared isomer or geometry (same formula, charge and spin)	70.6	kcal per mole
SMILES	COn1ccnc1

=====

# 5
Formula: C4H6N2O
Source: the OMol25 dataset
Level of theory: the ωB97M-V functional and the def2-TZVPD basis

Geometry (Å):
1 C 0.481 0.270 0.718
2 C 0.504 1.535 0.090
3 N 1.409 1.593 -0.877
4 N 1.969 0.377 -0.875
5 C 1.447 -0.453 0.057
6 H -0.150 -0.080 1.521
7 H -0.102 2.407 0.305
8 H 2.701 0.179 -1.537
9 H 1.794 -1.470 0.178
10 C -2.518 -1.083 0.100
11 O -1.854 -1.953 0.603
12 H -3.568 -1.254 -0.209
13 H -2.115 -0.067 -0.075

highest occupied orbital energy	-9.40	eV
total charge	0
energy relative to the best compared isomer or geometry (same formula, charge and spin)	47.2	kcal per mole
SMILES	c1cn[nH]c1.C=O

=====

# 6
Formula: C4H6N2O
Source: the OMol25 dataset
Level of theory: the ωB97M-V functional and the def2-TZVPD basis

Geometry (Å):
1 O 1.407 2.161 0.724
2 C 0.864 1.181 0.278
3 N 1.464 -0.033 -0.018
4 C 0.502 -1.096 -0.192
5 C -0.688 -0.268 -0.638
6 C -1.590 0.333 0.364
7 N -0.490 1.113 -0.228
8 H 2.432 -0.222 0.182
9 H 0.347 -1.667 0.736
10 H 0.769 -1.799 -0.984
11 H -0.889 -0.347 -1.699
12 H -2.609 0.586 0.059
13 H -1.520 0.059 1.416

highest occupied orbital energy	-9.63	eV
total charge	0
energy relative to the best compared isomer or geometry (same formula, charge and spin)	36.5	kcal per mole
SMILES	O=C1NC[C@H]2CN12

=====

no.,strongest force on any atom (eV/Å)
1,0.9
2,4.2
3,0.8
4,2.7
5,0.6
6,0.7